#1
The following is a DFT calculation (ωB97M-V/def2-TZVPD) of one molecule with the formula C22H23N3O4S.

Element x y z (Å)
1 C 0.99 -1.11 8.50
2 O 1.17 -0.24 7.40
3 C 0.81 -0.69 6.16
4 C 1.02 0.21 5.11
5 C 0.70 -0.14 3.82
6 C 0.15 -1.39 3.54
7 N -0.15 -1.69 2.21
8 C -0.71 -2.81 1.68
9 O -1.05 -3.78 2.32
10 C -0.86 -2.75 0.16
11 C -1.77 -1.59 -0.25
12 C -1.76 -1.39 -1.77
13 N -0.43 -1.33 -2.33
14 S 0.38 0.13 -2.05
15 O 1.77 -0.08 -2.33
16 O 0.03 0.67 -0.76
17 C -0.30 1.15 -3.36
18 C -1.01 0.61 -4.39
19 C -1.49 1.42 -5.44
20 C -1.23 2.76 -5.44
21 C -0.48 3.35 -4.40
22 C -0.15 4.72 -4.35
23 C 0.61 5.19 -3.31
24 C 1.04 4.28 -2.33
25 N 0.75 3.01 -2.34
26 C 0.00 2.53 -3.34
27 C 0.37 -2.50 -2.02
28 C 0.52 -2.65 -0.50
29 C -0.06 -2.29 4.58
30 C 0.27 -1.94 5.88
31 H 1.58 -2.03 8.39
32 H 1.34 -0.56 9.37
33 H -0.07 -1.37 8.64
34 H 1.44 1.18 5.34
35 H 0.86 0.56 3.02
36 H 0.08 -0.94 1.56
37 H -1.32 -3.69 -0.14
38 H -2.79 -1.78 0.09
39 H -1.43 -0.65 0.20
40 H -2.28 -2.22 -2.26
41 H -2.27 -0.46 -2.02
42 H -1.20 -0.46 -4.40
43 H -2.05 0.97 -6.24
44 H -1.60 3.40 -6.24
45 H -0.50 5.38 -5.13
46 H 0.88 6.23 -3.24
47 H 1.64 4.62 -1.50
48 H -0.13 -3.37 -2.45
49 H 1.34 -2.36 -2.49
50 H 1.07 -1.78 -0.14
51 H 1.10 -3.55 -0.28
52 H -0.48 -3.26 4.38
53 H 0.09 -2.65 6.67

The SMILES is COc1ccc(NC(=O)C2CCN(S(=O)(=O)c3cccc4cccnc34)CC2)cc1. As for the multiplicity: 1. The HOMO-LUMO gap is 7.363 eV. The LUMO energy is -0.34 eV.



#2
The following is a DFT calculation (ωB97M-V/def2-TZVPD) of one molecule with the formula C22H23N3O4S.

Element x y z (Å)
1 C 2.58 2.51 3.27
2 O 1.29 2.02 2.95
3 C 1.17 1.10 1.98
4 C -0.14 0.81 1.56
5 C -0.38 -0.10 0.56
6 C 0.69 -0.76 -0.03
7 S 0.52 -1.98 -1.33
8 O 1.09 -1.40 -2.53
9 O 1.08 -3.20 -0.86
10 N -1.08 -2.23 -1.64
11 C -1.78 -1.41 -2.60
12 C -1.80 0.08 -2.21
13 O -2.76 0.61 -1.69
14 N -0.67 0.71 -2.54
15 C -0.40 2.09 -2.17
16 C 1.00 2.27 -1.65
17 C 2.10 1.72 -2.30
18 C 3.37 1.93 -1.80
19 C 3.50 2.71 -0.66
20 N 2.47 3.25 -0.03
21 C 1.26 3.03 -0.51
22 C -1.78 -3.23 -0.85
23 C -2.25 -2.69 0.47
24 C -3.45 -1.99 0.57
25 C -3.84 -1.44 1.78
26 C -3.03 -1.57 2.90
27 C -1.84 -2.27 2.81
28 C -1.45 -2.82 1.60
29 C 1.98 -0.50 0.38
30 C 2.23 0.42 1.38
31 H 3.21 1.73 3.70
32 H 2.41 3.29 4.01
33 H 3.05 2.94 2.38
34 H -0.95 1.33 2.04
35 H -1.39 -0.29 0.25
36 H -1.28 -1.51 -3.57
37 H -2.81 -1.76 -2.69
38 H 0.12 0.14 -2.84
39 H -1.14 2.39 -1.43
40 H -0.53 2.73 -3.06
41 H 1.97 1.12 -3.20
42 H 4.24 1.51 -2.28
43 H 4.47 2.91 -0.22
44 H 0.45 3.50 0.03
45 H -1.06 -4.04 -0.69
46 H -2.61 -3.62 -1.44
47 H -4.08 -1.87 -0.30
48 H -4.77 -0.89 1.85
49 H -3.33 -1.14 3.84
50 H -1.21 -2.38 3.68
51 H -0.51 -3.36 1.52
52 H 2.79 -1.04 -0.09
53 H 3.25 0.61 1.68

The SMILES is COc1ccc(S(=O)(=O)N(CC(=O)NCc2cccnc2)Cc2ccccc2)cc1. As for the multiplicity: 1. The HOMO-LUMO gap is 9.400 eV. The LUMO energy is 0.68 eV.



Stability, highest: #1